(1)
Entry from the Open Molecules 2025 dataset: C23H17Cl4MnN4O2S3 as an isolated structure in a non-equilibrium geometry (ωB97M-V/def2-TZVPD).

Properties
Gap between HOMO and LUMO (alpha / beta) (eV): 6.3 / 5.8
Charge: -1
Expectation value of S²: 3.80
Multiplicity: 4
E_HOMO (alpha / beta) (eV): -4.60 / -4.65

Each line ends with the Mulliken charge.
Geometry (Å):
H -2.373 1.954 -0.426  0.1847
C -1.439 2.818 -2.157  -0.7256
C 1.197 -2.917 -1.873  -0.5523
H 0.502 -0.506 -2.399  0.2689
C 2.439 -3.193 -3.939  -0.7388
C -2.694 1.493 3.581  0.7201
C 1.188 1.530 1.087  -0.0882
N -1.142 -1.525 -0.865  -0.4718
S -2.954 0.892 2.022  -0.4237
H 1.163 -2.527 -0.862  0.6408
Mn -0.910 -0.136 1.541  -0.1098
H -0.538 -4.803 -4.089  0.3126
Cl 4.300 3.927 0.252  -0.2388
C -1.641 1.055 4.397  0.7838
H -0.581 1.232 6.255  0.4062
H 3.134 -2.102 -2.230  0.4249
H -1.543 2.662 5.843  0.3177
H -1.424 -4.912 -2.023  0.2299
C -0.510 2.637 -3.177  -0.4491
O -0.123 1.565 1.345  -0.5069
H -0.321 3.432 -3.889  0.3819
C -3.709 2.477 4.112  -1.5004
C -1.517 1.569 5.814  -1.4682
C 0.151 -3.681 -2.393  0.7713
H -4.325 2.013 4.893  0.3159
H -1.994 3.745 -2.085  0.3948
H 1.471 -4.374 -5.448  0.3446
C -0.039 0.431 -2.344  0.2467
C 1.966 2.642 0.844  0.2276
C 3.119 0.114 0.772  0.5005
N -1.017 -4.067 -1.691  0.1904
C -0.954 0.629 -1.319  0.3205
C 0.273 -4.201 -3.685  -0.6678
C 1.766 0.237 1.059  0.2647
C 0.185 1.438 -3.268  -0.7470
H 3.329 -3.007 -4.530  0.4016
Cl 5.596 1.070 0.136  -0.2323
H -2.343 1.201 6.435  0.3161
C 3.910 1.252 0.512  0.0780
C -1.657 1.818 -1.222  -0.2141
N -1.477 -3.789 -0.453  -1.0067
S -1.738 -2.278 1.707  -0.3650
H -3.220 3.349 4.552  0.3219
Cl 1.198 4.195 0.897  -0.2321
C 3.338 2.511 0.551  0.4638
N -1.145 -0.413 -0.340  0.5552
H -4.363 2.813 3.313  0.4089
Cl 3.792 -1.483 0.740  -0.1879
H 0.905 1.285 -4.063  0.4010
C 2.327 -2.685 -2.650  -0.2060
C -1.389 -2.577 0.016  0.5820
C 1.402 -3.958 -4.449  -0.4121
S -0.514 -0.087 3.885  -0.3743
O 0.941 -0.768 1.305  -0.8581

(2)
Entry from the Open Molecules 2025 dataset: C19H14N6NiS4 as an isolated structure in a non-equilibrium geometry (ωB97M-V/def2-TZVPD).

Properties
Gap between HOMO and LUMO (alpha / beta) (eV): 4.3 / 5.0
Charge: -2
Expectation value of S²: 2.17
ΔE to the lowest compared entry with this formula, charge and spin (kcal per mole): 12.8
Multiplicity: 3
E_HOMO (alpha / beta) (eV): 0.18 / -0.39

Each line ends with the Mulliken charge.
Geometry (Å):
S -4.489 -0.480 -0.003  -0.3047
C 5.568 0.341 1.297  -0.0024
H 0.289 3.467 -2.069  0.3705
C -0.046 1.059 -0.775  0.4069
C -1.935 -3.174 3.203  -0.1843
S -5.441 -1.989 -0.814  -0.2478
C -3.166 2.037 -2.313  -0.0611
N -1.692 -2.368 1.122  0.3767
H 6.265 -0.478 1.789  0.1758
C 1.279 1.420 -0.589  -0.5445
H 6.030 3.204 0.050  0.3550
H 2.045 -1.072 1.681  -0.2554
C -2.874 3.270 -2.855  -0.4507
H -2.472 -3.742 3.969  0.3434
C -0.717 3.059 -2.222  -0.1200
S -4.702 -2.049 -2.812  -0.2421
N -0.697 -2.955 3.544  -0.7589
N -2.301 1.348 -1.603  0.1653
H -4.151 1.597 -2.410  0.3428
C -2.564 -2.909 2.019  -0.2038
C 4.276 0.014 1.205  -0.7084
Ni -2.414 -0.568 -0.676  -0.4534
H 0.985 -1.926 3.031  0.5070
H -3.611 3.744 -3.513  0.3306
C 2.118 0.669 0.253  1.4230
H 4.009 -1.017 1.626  0.1625
H 1.733 2.079 -1.328  0.1985
H -3.539 -3.219 1.804  0.3768
C 5.428 2.299 0.268  -0.2034
C 3.540 0.846 0.414  0.9469
H -1.060 -2.464 -0.853  0.3907
N 6.237 1.444 0.900  -0.7818
C -0.475 -1.824 1.440  -0.1838
N -1.609 3.666 -2.990  -0.6279
C -0.989 1.781 -1.637  -0.1728
C 0.065 -2.281 2.646  -0.7117
C 1.486 -0.388 0.999  -0.2856
C 4.139 2.084 0.023  -0.6914
C -1.988 -2.350 -0.286  -1.1516
C 0.126 -0.676 0.779  0.5247
H -2.822 -2.999 -0.568  0.6172
N -0.611 0.051 -0.148  -0.3716
H 3.637 2.792 -0.730  0.0460
S -2.886 -1.345 -2.869  -0.3413

(3)
Entry from the Open Molecules 2025 dataset: a 5-piece molecular cluster, C16H44BrN4O4 overall in a non-equilibrium geometry (ωB97M-V/def2-TZVPD).

Properties
Gap between HOMO and LUMO (eV): 5.8
Charge: -1
ΔE to the lowest compared entry with this formula, charge and spin (kcal per mole): 89.6
E_HOMO (eV): -3.51

Each line ends with the Mulliken charge.
Geometry (Å):
H -3.514 -7.570 -5.512  0.3297
C -3.201 -5.635 -4.085  -0.7764
H -4.579 5.774 0.557  0.2675
H -0.800 -3.963 -3.073  0.3298
H 5.292 4.538 3.503  0.4131
N -3.682 6.116 0.242  -0.6738
O -4.457 8.650 -0.791  -0.3241
C 8.139 5.493 1.831  -0.8353
H -0.648 -5.731 -3.178  0.3241
H -2.893 -7.276 5.809  0.3127
H 8.192 6.463 2.327  0.3883
C -4.924 7.398 -1.330  -0.7389
H -3.325 5.173 0.307  0.2818
O -1.841 -7.327 3.947  -0.3345
H 1.941 -8.114 3.276  0.3294
H -4.672 5.118 -2.918  0.3460
C -3.048 -7.210 4.732  -0.7601
H -3.484 -5.142 -3.155  0.3922
C -5.291 9.671 -1.358  -0.7465
N 6.459 3.923 0.989  -0.6732
N 1.195 -5.608 3.426  -0.7789
H -2.776 -6.567 -3.713  0.3294
C -4.099 -6.779 -5.979  -0.7546
C 6.350 4.685 3.286  -1.3536
H 0.683 -4.742 3.341  0.2654
H -0.096 -4.711 -4.574  0.3096
H 10.559 5.667 0.923  0.3163
C -3.897 6.215 -1.193  0.3125
H -5.383 4.658 -1.358  0.3354
H -3.485 -6.534 -6.845  0.2732
C 0.412 -6.846 3.663  0.7370
H -3.370 -6.176 4.613  0.3158
H 6.779 3.758 3.668  0.3676
H -3.893 -7.859 4.500  0.2591
C 1.298 -7.990 4.148  -1.4759
H -3.773 4.070 -1.861  0.4149
H -4.982 -7.196 -6.465  0.2897
H -2.897 6.281 -1.621  0.3053
H -3.075 -3.357 -5.777  0.2386
H 1.585 -5.725 2.502  0.2427
H 6.714 5.487 3.929  0.3347
C -4.456 4.920 -1.868  -1.3832
H -0.637 -6.636 5.417  0.2858
H 1.977 -7.849 4.989  0.3417
H 0.078 -7.269 2.716  0.1779
H 10.224 6.336 -0.573  0.2785
O -4.336 -5.787 -4.902  -0.3562
C -2.029 -4.858 -4.667  0.4158
Br 0.005 0.669 1.130  -0.9994
H -1.723 -5.262 -5.632  0.2542
H 6.061 5.889 1.444  0.3538
C -0.831 -6.394 4.372  -0.6254
C 9.812 6.292 0.435  -0.7820
H 8.807 4.788 2.326  0.3783
H -6.362 9.482 -1.296  0.3068
H 5.485 3.708 1.149  0.2929
H 0.644 -8.807 4.453  0.3372
C 6.676 5.081 1.840  0.2085
H -2.896 -3.100 -4.206  0.2451
H -5.881 7.234 -0.836  0.3367
N -2.445 -3.522 -5.005  -0.6365
H -5.124 10.571 -0.767  0.2821
H -5.247 7.369 -2.371  0.3890
H 9.848 7.287 0.878  0.2934
H -1.049 -5.331 4.272  0.3698
C -0.803 -4.816 -3.751  -1.2077
O 8.607 5.641 0.496  -0.2824
H 6.988 3.262 1.541  0.3012
H -4.907 10.021 -2.316  0.2881

(4)
Entry from the Open Molecules 2025 dataset: a 4-piece molecular cluster, C13H24NO15PS3 overall in a non-equilibrium geometry (ωB97M-V/def2-TZVPD).

Properties
Gap between HOMO and LUMO (eV): 8.4
Charge: 0
SMILES: O=[PH2][C@H]1C(=O)NC[C@H]1C[C@@H]1CO1.O=S1(=O)OCCO1.O=S1(=O)OCCO1.O=S1(=O)OCCO1
E_HOMO (eV): -9.17

Each line ends with the Mulliken charge.
Geometry (Å):
H -4.169 -1.890 4.650  0.2988
O 2.094 2.221 -1.684  -0.4915
H -0.184 3.740 -1.199  0.3283
C -4.751 1.031 -3.806  -0.9107
O 2.103 0.099 -4.190  -0.5583
O 2.043 -2.376 4.008  -0.3104
H -2.394 3.373 -5.126  0.3148
C -3.091 -2.076 4.628  -0.3591
O 0.977 -4.073 -0.323  -0.5862
O 3.302 -1.839 1.934  -0.3640
C 2.746 -2.039 -2.148  -0.2674
C -2.503 -1.745 3.264  -0.2411
S 2.379 -3.769 -0.402  1.0710
O 3.391 -4.630 0.135  -0.5402
H -1.274 4.951 -2.939  0.3383
H -0.441 0.789 -2.346  0.3503
O 3.962 -0.869 4.136  -0.3529
S 3.500 -2.195 3.313  1.0014
C -0.568 4.070 -3.195  -0.6732
H 1.724 -1.728 -2.379  0.1925
C 0.980 2.511 -2.196  0.1304
O 2.606 -2.274 0.184  -0.0532
C -1.292 2.632 -3.202  -0.1521
H 1.465 2.258 -5.163  0.0740
H 0.039 0.440 -5.526  0.1131
H 3.204 0.133 5.791  0.3492
H -3.914 3.010 -2.524  0.3870
O -0.780 0.554 4.929  -0.4855
O -2.467 -1.163 5.532  -0.3080
S -2.165 0.229 4.753  1.0722
C 2.856 -0.362 4.883  -0.3075
H 2.395 -2.156 6.015  0.2850
N 0.410 3.893 -2.049  -0.4616
C 1.985 -1.572 5.186  -0.1900
C -3.864 2.467 -3.605  0.2198
H 0.069 4.283 -4.143  0.2889
H -5.874 0.900 -3.924  0.4004
H 2.903 -0.416 -0.699  0.2307
H 2.324 0.360 4.257  0.2349
H 4.295 -1.531 -0.713  0.2840
H -1.858 2.474 -2.205  0.3121
C -2.332 2.466 -4.421  -0.5228
H -4.849 1.034 -2.628  0.1654
C 3.209 -1.456 -0.820  -0.2626
O -2.379 -0.322 3.242  -0.2800
H -1.504 -2.177 3.150  0.2344
H -2.896 -3.107 4.926  0.3239
H 0.954 -1.296 5.412  0.1579
H -3.140 -2.086 2.447  0.2996
O 4.332 -3.288 3.723  -0.5913
C -0.055 1.608 -3.047  0.0423
H 3.402 -1.765 -2.974  0.3539
O 2.745 -3.453 -1.952  -0.3477
O -5.078 2.470 -4.498  -0.3720
H -2.268 1.459 -4.955  0.4092
P 0.921 1.051 -4.568  0.2825
O -3.224 1.149 5.048  -0.5570

(5)
Entry from the Open Molecules 2025 dataset: an isolated molecule of BrHIP in a non-equilibrium geometry (ωB97M-V/def2-TZVPD).

Properties
Gap between HOMO and LUMO (eV): 9.0
Charge: 0
ΔE to the lowest compared entry with this formula, charge and spin (kcal per mole): 0.0
SMILES: BrPI
E_HOMO (eV): -9.59

Each line ends with the Mulliken charge.
Geometry (Å):
P 0.281 0.607 -0.510  -0.0056
I -1.804 0.740 0.778  -0.0087
H -0.109 -0.704 -0.981  0.1359
Br 1.632 -0.643 0.713  -0.1216

(6)
Entry from the Open Molecules 2025 dataset: C4H6O2 as an isolated structure (ωB97M-V/def2-TZVPD).

Properties
Gap between HOMO and LUMO (eV): 10.6
Charge: 0
ΔE to the lowest compared entry with this formula, charge and spin (kcal per mole): 46.6
E_HOMO (eV): -9.71

Each line ends with the Mulliken charge.
Geometry (Å):
C 0.478 0.674 -0.196  0.2184
H -0.875 0.151 -1.849  0.2495
H 0.972 1.499 -0.721  0.3880
C -0.434 -0.295 -0.955  -0.5520
H -2.369 -0.030 0.253  0.3206
H -0.028 -1.285 -1.168  0.2452
H 1.531 0.269 1.721  0.3409
C 1.484 -0.076 0.666  -0.1335
C -1.284 -0.128 0.309  -0.3904
O -0.614 1.111 0.626  -0.4598
H -1.006 -0.888 1.053  0.2355
O 2.144 -1.002 0.262  -0.4624

(7)
Entry from the Open Molecules 2025 dataset: an isolated ion of composition C6H15NO5P and charge +1 in a non-equilibrium geometry (ωB97M-V/def2-TZVPD).

Properties
Gap between HOMO and LUMO (eV): 10.7
Charge: +1
ΔE to the lowest compared entry with this formula, charge and spin (kcal per mole): 27.6
SMILES: COC[C@]([NH3+])(C=O)P(=O)(OC)OC
E_HOMO (eV): -14.29

Each line ends with the Mulliken charge.
Geometry (Å):
C 2.190 1.747 -0.605  0.2572
H -0.659 2.842 -0.255  0.3997
O 0.045 -0.994 -1.542  -0.7045
H -1.822 -1.890 0.223  0.2812
O -1.465 0.828 -0.126  -0.1891
H -3.579 0.580 -0.286  0.2145
O 2.963 2.105 0.250  -0.5005
C -1.152 -1.936 1.192  -0.6305
C -0.519 1.729 -0.681  -0.8040
H 2.173 1.572 -1.724  0.3468
N 0.967 1.524 1.386  -0.2237
C 2.677 -2.293 -0.520  -0.8118
H -2.916 2.027 -1.145  0.4174
H 0.422 2.278 1.793  0.3215
H 0.689 0.634 1.990  0.3512
H 2.594 -2.394 -1.505  0.3982
P 0.692 -0.615 -0.319  0.9190
H -0.992 -3.094 1.409  0.2331
O 2.277 -0.976 -0.165  -0.2725
O 0.098 -1.125 1.131  -0.4446
C 0.819 1.240 -0.031  0.3678
H -0.296 1.804 -1.791  0.3898
C -2.639 1.028 -0.875  -0.9941
H 1.963 1.406 1.527  0.3833
H -2.437 0.609 -1.788  0.4336
H 2.194 -2.983 0.164  0.3026
H 3.845 -2.259 -0.319  0.2432
H -1.644 -1.411 1.963  0.3152

(8)
Entry from the Open Molecules 2025 dataset: a 2-piece molecular cluster, CHN2O4 overall in a non-equilibrium geometry (ωB97M-V/def2-TZVPD).

Properties
Gap between HOMO and LUMO (eV): 8.4
Charge: -1
ΔE to the lowest compared entry with this formula, charge and spin (kcal per mole): 64.2
E_HOMO (eV): -4.20

Each line ends with the Mulliken charge.
Geometry (Å):
C 1.404 -0.936 1.129  0.7489
O 1.445 -1.801 1.932  -0.5831
H -0.365 0.287 -0.557  0.3919
O 0.545 -0.719 -0.057  -0.4916
N 1.787 0.063 0.411  -0.6162
O -2.169 0.294 -1.439  -0.5471
N -1.264 0.818 -0.864  0.6405
O -1.383 1.994 -0.555  -0.5432

| no. | E_tot (eV) |
| --- | --- |
| 1 | -148100.009 |
| 2 | -113253.387 |
| 3 | -101495.255 |
| 4 | -87854.605 |
| 5 | -87448.632 |
| 6 | -8338.442 |
| 7 | -27473.514 |
| 8 | -12219.743 |